Entry 1:
This record from the Open Molecules 2025 dataset describes a cluster of 2 separate species, C2H4N2 in total in a non-equilibrium geometry. The level of theory is ωB97M-V with the def2-TZVPD basis set.

Summary:
E_tot (eV): -5111.993
HOMO energy (spin up / spin down) (eV): -9.33 / -8.78
Total charge: 0
Gap between HOMO and LUMO (spin up / spin down) (eV): 8.837 / 7.558
Molar mass (g mol⁻¹): 56.07

Geometry (Å):
C -0.2913 2.4570 0.0760
C -0.3368 1.2677 0.2193
N 0.2654 -1.6268 -0.3851
N -0.4375 -1.1834 0.5996
H -0.2512 3.3499 -0.4115
H 1.2568 -1.6111 -0.3521
H -0.1999 -1.4146 -1.2490
H -0.0055 -1.2387 1.5028

=====

Entry 2:
This record from the Open Molecules 2025 dataset describes a cluster of 3 separate species, C6H18O3 in total in a non-equilibrium geometry. The level of theory is ωB97M-V with the def2-TZVPD basis set.

Summary:
E_tot (eV): -12655.252
HOMO energy (eV): -10.07
Total charge: 0
Gap between HOMO and LUMO (eV): 10.852
Molar mass (g mol⁻¹): 138.21

Geometry (Å):
C -0.0705 -1.3902 2.6947
C -0.3256 0.0512 2.3348
O -1.6610 0.2862 1.8960
H 0.9825 -1.4900 3.0126
H -0.0478 -2.0351 1.8134
H -0.6327 -1.8035 3.5294
H 0.3473 0.3304 1.5196
H -0.0491 0.7584 3.1265
H -2.2430 -0.2551 2.4367
C -2.2393 0.5587 -1.4553
C -3.6965 0.8632 -1.7277
O -3.8465 1.6914 -2.8992
H -2.1477 -0.3169 -0.8120
H -1.7594 1.4213 -0.9987
H -1.7147 0.3064 -2.3793
H -4.1586 1.3876 -0.9000
H -4.2249 -0.0712 -1.9407
H -3.5966 1.1466 -3.6520
C 2.8074 -0.9048 -0.3501
C 3.5810 0.3751 -0.6124
O 4.7460 0.0330 -1.3601
H 1.8674 -0.6864 0.1527
H 3.4198 -1.5798 0.2475
H 2.5823 -1.4076 -1.2928
H 3.9204 0.7924 0.3436
H 2.9527 1.0911 -1.1485
H 5.2069 0.8478 -1.5787